Entry from OMol25: a 2-piece molecular cluster, C34H30O5 overall at a distorted geometry (ωB97M-V/def2-TZVPD).

```
69
Properties=species:S:1:pos:R:3:forces:R:3:nbo_charge:R:1
O 0.38621 -0.29415 2.73288 -0.384 -0.691 0.008 -0.646
O -1.15183 -1.83964 3.20539 -0.307 -0.456 -0.218 -0.530
O -2.56395 -2.59129 1.49001 0.176 0.011 0.359 -0.530
O -2.26365 -1.78690 -0.57558 -0.134 -0.594 0.409 -0.677
O 3.59966 -1.53907 -2.79206 1.246 -0.234 -0.380 -0.504
C -4.14172 0.57697 0.57835 0.516 0.274 -0.235 -0.152
C 0.35233 1.30194 -2.03509 0.174 0.152 -0.735 -0.067
C 3.79832 4.39815 0.26292 -0.363 -0.200 0.085 -0.197
C -2.92353 1.20373 0.95071 -0.615 -0.164 0.545 -0.055
C -0.48771 -0.44394 -3.53469 0.247 0.293 0.083 -0.218
C -0.98297 -4.20070 2.46193 0.232 -0.169 -0.109 -0.670
C 1.60174 2.72734 -0.34456 0.549 0.218 0.269 -0.121
C -0.53984 1.62619 0.28904 0.596 0.556 0.048 -0.297
C -0.44162 -1.63238 0.94183 -1.033 0.074 0.797 -0.487
C -1.81813 1.18716 0.02398 0.099 0.133 -0.211 0.010
C 1.62953 -2.52654 -2.01123 0.574 0.478 -0.130 -0.282
C -2.86844 1.90498 2.17730 0.050 -0.287 -0.286 -0.161
C -0.32698 -1.19769 2.31262 0.196 0.364 0.153 0.778
C -5.19794 1.39571 2.58377 0.198 0.015 -0.497 -0.166
C 1.46117 3.81183 0.55738 0.130 -0.176 -0.371 -0.155
C 0.95129 1.91933 -3.16282 -0.056 -0.174 0.173 -0.175
C -0.35118 0.11010 -2.26618 -0.185 -0.139 0.284 -0.185
C -1.87577 -2.99304 2.69964 -0.075 0.874 0.002 0.533
C -5.27298 0.69491 1.36965 0.163 0.027 0.310 -0.225
C 0.68417 -1.75145 0.09411 1.236 0.081 -1.005 0.019
C 0.58792 -2.49551 -1.12410 0.004 0.068 0.803 -0.165
C 3.96501 3.29336 -0.58358 -0.154 0.130 0.093 -0.167
C -1.77326 -2.00690 0.52748 0.118 0.013 -0.069 0.778
C -2.91384 -3.31819 3.76958 0.073 0.249 -0.191 -0.625
C 2.54154 4.65163 0.83878 0.026 -0.302 -0.197 -0.217
C 3.03524 -1.29391 -0.43118 -0.087 -0.061 -1.037 -0.320
C 2.81487 -1.80919 -1.72676 -0.455 0.367 0.883 0.295
C 0.17455 0.13965 -4.61199 -0.191 0.004 0.097 -0.162
C 2.88103 2.47231 -0.89361 -0.149 0.151 0.006 -0.178
C 4.92649 -1.00443 -2.61079 -0.803 -0.338 -0.041 -0.251
C 1.95992 -1.21390 0.43653 -0.861 -0.448 0.138 -0.237
C 0.88062 1.32990 -4.42079 0.144 0.175 0.208 -0.234
C 0.45279 1.87687 -0.69049 -0.501 -0.709 0.195 0.186
C -3.99857 2.00052 2.97912 0.055 -0.096 -0.064 -0.225
H -2.09134 0.95777 -1.00660 0.049 0.005 0.384 0.230
H -1.59762 -5.02064 2.07212 0.080 0.158 0.122 0.223
H 4.94615 3.07776 -1.01710 -0.362 0.087 0.177 0.212
H -0.35200 -2.99857 -1.35782 0.318 0.156 0.016 0.219
H -0.17305 -4.01793 1.75039 -0.173 0.087 0.122 0.237
H 5.34393 -1.05954 -3.61759 0.198 0.121 0.285 0.201
H 1.47503 2.86347 -3.03092 -0.105 -0.161 -0.120 0.220
H 2.06651 -0.75393 1.41466 0.070 -0.028 -0.221 0.249
H 0.47588 4.01479 0.98677 0.383 -0.017 -0.136 0.221
H -3.52443 -2.43867 4.00760 0.163 -0.194 -0.180 0.230
H 4.64434 5.05312 0.48629 -0.299 -0.232 -0.087 0.220
H -6.08731 1.49502 3.19511 0.086 -0.003 0.024 0.217
H -2.37463 -3.62282 4.67546 -0.206 0.028 -0.222 0.222
H 3.01779 1.62200 -1.57095 -0.085 0.306 0.368 0.233
H -1.92827 2.37718 2.46989 -0.404 -0.082 0.018 0.217
H -3.55692 -4.13377 3.42276 0.127 0.145 0.099 0.220
H -4.15376 -0.00252 -0.34929 -0.072 0.215 0.309 0.239
H -0.26749 1.86652 1.32192 -0.128 -0.094 -0.402 0.244
H -1.08193 -1.34712 -3.65324 0.223 0.100 0.027 0.231
H 4.89443 0.03717 -2.26338 -0.056 -0.147 -0.057 0.170
H -0.54394 -4.51092 3.41627 -0.079 0.051 -0.173 0.222
H 1.39535 1.81008 -5.25167 -0.172 -0.133 0.130 0.219
H 0.14031 -0.33700 -5.59312 -0.006 0.225 0.239 0.219
H -3.93778 2.56277 3.91077 -0.101 -0.191 -0.210 0.221
H 2.39064 5.50505 1.50448 0.134 -0.296 -0.234 0.223
H 5.52074 -1.59738 -1.90077 -0.176 0.045 -0.218 0.183
H -0.76484 -0.42170 -1.40928 0.093 0.074 -0.508 0.278
H -6.20681 0.23905 1.03477 0.280 0.120 0.238 0.223
H 1.53706 -3.01092 -2.98457 0.042 0.151 0.250 0.222
H 4.00348 -0.89214 -0.13044 -0.271 0.035 -0.210 0.217
```
Positions in Å, forces in eV/Å.

Properties
Lowest unoccupied orbital energy = -2.20 eV
HOMO-LUMO gap = 3.83 eV
Strongest force on any atom = 1.59 eV Å⁻¹
HOMO = -6.0 eV

=====

Entry from OMol25: C17H21BN5O4Yb as an isolated structure at a distorted geometry (ωB97M-V/def2-TZVPD).

```
49
Properties=species:S:1:pos:R:3:forces:R:3:nbo_charge:R:1
Yb 0.76003 0.77190 0.14772 0.608 -1.385 -0.570 1.433
O 0.14783 -0.01256 -2.34819 -0.118 -0.060 0.240 -0.547
O 0.66703 2.75433 1.14136 -0.231 0.844 0.518 -0.758
O -0.77282 4.43657 1.63952 0.178 -0.111 0.181 -0.677
O -1.06903 0.47137 -4.18374 0.124 -0.131 -0.025 -0.566
N 0.00047 0.04721 2.28861 0.232 -0.041 0.235 -0.390
N -0.75151 2.06733 -1.04747 0.077 0.217 -0.369 -0.615
N 1.15323 0.31332 2.96470 -0.188 -0.189 -0.126 -0.301
N 2.66630 -1.20590 1.58164 -0.112 0.141 -0.148 -0.303
N 2.12710 -1.39005 0.34571 0.164 0.040 0.320 -0.375
C -1.20679 1.96045 -2.30394 0.154 -0.612 -0.240 0.073
C 3.03061 -3.32508 1.06965 -0.031 0.025 0.009 -0.359
C -2.13454 2.79032 -2.86480 -0.120 0.270 0.240 -0.245
C 2.34838 -2.66846 0.04531 -0.045 0.042 -0.145 -0.039
C -0.99655 0.29849 3.12981 -0.081 0.105 -0.036 -0.023
C -0.37518 3.40560 0.86417 -0.448 0.030 -0.928 0.688
C -0.51248 0.74439 4.36141 0.002 -0.105 0.008 -0.364
C -2.19435 4.00395 -0.76716 0.047 -0.223 -0.408 -0.173
C -1.30150 -1.91239 -0.73552 0.048 0.101 0.232 -0.608
C -2.67348 3.82578 -2.03271 0.024 -0.068 -0.064 -0.220
C -0.70350 0.75917 -3.07967 -0.620 0.536 0.179 0.788
C 0.85999 0.72523 4.20441 0.248 0.031 -0.055 0.005
C -1.04881 -2.15414 -2.21658 -0.061 -0.075 -0.147 -0.258
C -0.86587 -3.63856 -2.51882 0.030 -0.132 0.044 -0.602
C 0.18130 -1.41961 -2.71945 0.281 0.341 -0.032 -0.066
C 3.20343 -2.34642 2.02832 0.050 0.059 0.092 0.004
C -1.15409 3.14994 -0.31235 0.153 0.656 0.942 -0.021
B 2.56600 0.17256 2.29023 0.026 -0.169 0.287 0.185
H 2.01300 -3.06615 -0.89923 0.035 -0.051 0.014 0.196
H -0.46449 -2.25032 -0.11839 0.008 -0.035 -0.044 0.224
H 3.35582 -4.34961 1.10225 -0.006 -0.002 0.002 0.231
H -2.56259 4.79617 -0.13230 0.031 0.002 0.040 0.232
H -0.01262 -4.04438 -1.96775 0.001 0.026 -0.005 0.202
H 3.39818 0.27773 3.15388 -0.049 -0.047 -0.075 -0.019
H -1.90827 -1.79014 -2.78808 0.008 0.016 0.010 0.214
H -2.01493 0.15930 2.80046 -0.008 0.014 0.053 0.210
H 1.09230 -1.77981 -2.24687 -0.020 -0.082 0.008 0.196
H -3.44945 4.47835 -2.41010 0.001 -0.035 -0.050 0.216
H -2.45637 2.63428 -3.88252 -0.015 0.011 -0.008 0.237
H 2.73840 1.03316 1.44172 -0.106 0.024 -0.045 -0.060
H -0.13956 4.47759 2.37101 -0.049 0.024 -0.031 0.498
H -1.74095 -4.21628 -2.21985 -0.034 0.064 0.001 0.220
H 3.68012 -2.37018 2.99436 0.005 -0.046 -0.012 0.223
H 1.66348 0.96657 4.88082 -0.071 0.025 0.059 0.223
H -1.06942 1.01656 5.24028 -0.015 -0.012 -0.006 0.231
H -0.69622 -3.82025 -3.58136 0.000 0.040 -0.006 0.215
H -2.19498 -2.43577 -0.39367 0.002 -0.050 -0.060 0.225
H 0.28698 -1.48858 -3.80027 -0.053 -0.043 -0.007 0.216
H -1.46958 -0.85295 -0.51654 -0.056 0.022 -0.071 0.202
```
Positions in Å, forces in eV/Å.

Properties
Relative energy (zero: lowest compared OMol25 entry of this formula, charge and spin) = 2.0051 eV
<S²> = 0.76
Lowest unoccupied orbital energy (spin up / spin down) = 0.29 / 0.24 eV
Spin multiplicity = 2
HOMO-LUMO gap (spin up / spin down) = 6.09 / 6.98 eV
Strongest force on any atom = 1.62 eV Å⁻¹
HOMO (spin up / spin down) = -5.8 / -6.7 eV